Below is a cluster of 19 separate species, C76H209N19O19 in total in a non-equilibrium geometry, with properties calculated with ωB97M-V with the def2-TZVPD basis set.

Geometry (Å):
O -4.289 3.822 -5.942
O -2.719 -4.822 -4.342
O 6.040 -2.652 5.747
O 8.697 -4.918 2.921
O -0.011 5.677 -6.395
O 4.761 -1.337 -3.463
O -2.791 -0.163 5.569
O -0.758 -4.620 0.694
O 0.205 -0.309 0.817
O 2.075 2.746 -3.934
O 1.551 6.513 0.851
O -5.245 3.801 3.783
O 1.973 -6.865 3.678
O -0.791 -0.689 -5.580
O 2.229 2.473 1.686
O 1.764 -0.776 6.817
O -4.914 2.571 -0.559
O 0.237 -4.573 7.716
O -8.067 2.244 -6.471
N 0.905 -8.878 0.788
N 6.003 -2.576 -1.284
N 3.076 2.272 8.348
N 0.546 1.919 -0.971
N 1.486 6.833 -9.559
N 8.717 -0.346 6.024
N 5.266 4.314 -2.750
N -5.441 1.934 -7.897
N -5.658 -2.765 -5.320
N 1.278 -5.373 -2.333
N -6.185 0.415 0.602
N 6.200 -5.622 4.471
N -0.716 2.236 1.772
N -3.321 -3.560 7.227
N -8.651 0.233 -4.167
N -0.838 4.742 -1.304
N 0.065 -4.168 -4.712
N -2.637 4.114 1.112
N -2.020 2.070 7.269
C 0.442 6.230 -8.724
C 1.117 -7.026 2.539
C 1.806 -5.610 4.266
C -4.092 -4.487 -4.552
C 1.778 -8.139 1.771
C -3.511 4.507 2.228
C -0.811 -3.569 7.501
C -0.453 -4.655 -0.689
C -0.464 0.864 -1.145
C -4.742 1.212 -1.053
C -1.597 0.037 -6.546
C -4.232 2.767 -8.092
C -0.706 2.454 4.212
C -4.328 3.291 2.781
C -7.584 1.291 -4.228
C 1.501 2.295 -5.170
C -0.167 4.983 -9.347
C 4.755 -0.464 -4.584
C 1.444 -3.937 8.011
C 2.129 -4.434 -0.370
C 3.423 3.244 -4.031
C 1.493 2.172 2.847
C 0.957 -5.258 -0.922
C 0.797 -1.411 1.416
C -1.867 -3.812 0.972
C 2.804 1.377 7.273
C -4.422 3.518 -1.558
C -0.677 0.908 -2.628
C 0.328 5.912 -5.053
C -2.539 -6.099 -3.686
C 4.655 -2.671 5.765
C 4.809 -1.836 -1.177
C 6.268 -5.414 3.034
C 6.652 -1.471 6.081
C 8.902 -2.723 6.449
C 0.626 5.524 0.539
C 4.925 -4.864 2.567
C -3.594 0.207 6.735
C -0.556 -2.047 -5.976
C 1.023 6.072 -7.325
C -2.566 0.861 7.791
C 0.031 -0.508 -0.595
C 8.092 -1.589 5.796
C -3.320 1.312 9.084
C -3.713 -1.915 -4.108
C -6.299 0.571 -4.814
C -4.812 0.329 0.165
C -4.035 3.044 -9.616
C -4.332 4.077 -7.290
C -0.821 7.179 -0.774
C -3.509 -0.609 4.417
C 7.372 -4.375 2.732
C 4.117 0.850 6.727
C 1.687 -2.373 -4.644
C 3.080 -7.735 1.081
C 4.785 -0.680 -2.181
C 3.563 2.096 1.665
C -7.940 2.539 -5.036
C 9.722 -3.912 2.750
C 0.946 -0.409 5.685
C -4.350 5.647 1.686
C 0.167 -2.755 -4.739
C -4.463 -1.132 -0.114
C 0.005 5.837 -0.821
C -2.023 -4.225 6.926
C -3.035 3.891 -5.355
C -8.677 3.311 -7.203
C 3.076 4.304 -1.688
C 4.596 -1.277 0.247
C 2.279 6.279 2.027
C -4.225 -3.022 -5.034
C 0.089 2.717 2.924
C 1.968 0.181 7.796
C 4.036 3.553 -2.651
C -1.920 -4.544 5.419
C -6.067 2.772 4.310
H 3.587 1.798 9.078
H 0.648 -1.311 2.491
H 5.404 -0.627 0.583
H -2.678 -2.179 -3.891
H -2.840 4.760 3.049
H 6.308 -2.501 -2.244
H -1.473 -6.118 -3.459
H 8.091 -1.725 4.714
H 2.057 -4.789 3.594
H 3.983 -2.537 -1.293
H -4.101 0.724 0.890
H 9.707 -0.447 5.855
H -1.618 3.051 4.192
H 5.648 -0.013 -2.184
H 1.842 -1.451 1.109
H -0.438 -3.615 -1.017
H -9.579 0.539 -3.913
H -5.261 4.577 -7.566
H -1.010 -3.095 8.462
H -6.236 2.465 -8.221
H -1.181 0.015 -7.553
H -2.152 -4.068 1.993
H -0.987 1.401 4.191
H 1.952 -8.897 2.534
H 1.663 -6.305 -2.401
H 3.571 4.500 -0.737
H -1.395 4.575 -0.479
H 3.784 -0.553 0.310
H -3.783 0.163 3.698
H -6.762 2.356 3.581
H 1.417 1.086 2.897
H -3.887 2.212 8.846
H 2.123 -4.166 0.687
H 1.625 5.885 2.806
H -4.991 6.030 2.480
H -2.575 -0.421 -6.695
H -1.985 3.409 1.425
H 0.947 2.035 -1.891
H -1.367 1.113 -0.588
H 1.040 7.303 -10.334
H 6.441 -1.366 7.145
H -5.326 -1.533 -0.646
H -2.763 -3.991 0.379
H -1.076 4.620 -8.868
H 1.544 3.166 -5.824
H -7.323 1.611 -3.219
H -3.704 -3.093 -5.989
H -5.376 1.117 -4.617
H 5.830 3.914 -3.486
H 0.400 -2.350 1.032
H 1.605 -3.130 7.295
H 0.472 1.938 -5.113
H -2.341 3.259 -5.909
H -4.269 -1.815 -3.176
H -0.076 2.552 5.096
H 2.473 -0.264 8.654
H 3.162 5.646 1.932
H -6.301 0.390 -5.889
H -8.101 4.237 -7.208
H -0.193 5.533 1.258
H 8.690 -3.726 6.077
H -1.645 1.776 6.379
H -3.762 1.068 -1.510
H -3.046 3.393 -9.914
H -0.423 1.274 1.685
H -0.399 -2.350 -3.900
H -4.436 -1.076 4.749
H 0.160 0.461 -3.163
H -3.671 2.506 3.154
H 4.580 1.674 6.184
H -1.669 6.965 -0.123
H 4.220 -2.369 6.717
H -1.191 -5.328 -1.126
H 8.624 -2.752 7.502
H 4.298 -3.668 5.505
H 3.499 -8.459 0.382
H -5.836 -2.882 -6.307
H 4.870 -0.950 -5.554
H 3.090 -4.922 -0.536
H 7.302 -4.053 1.694
H -0.437 -2.747 6.890
H -0.486 5.287 -10.344
H -3.681 6.459 1.403
H 4.139 2.750 2.320
H -4.074 2.115 -10.184
H 9.518 -2.965 3.249
H -9.018 3.150 -8.225
H -0.257 8.022 -0.374
H -3.179 -2.707 6.704
H -4.780 3.710 -10.051
H 2.090 1.483 -5.598
H -4.367 0.927 6.468
H 0.770 -1.305 5.090
H 2.014 7.536 -9.061
H 2.174 -3.499 -0.928
H 3.878 0.175 -4.478
H -8.879 2.965 -4.682
H -4.991 5.363 0.851
H 6.578 -6.361 2.594
H 0.025 -1.956 -6.894
H 0.772 -8.379 -0.080
H 1.485 0.294 5.050
H 10.711 -4.091 3.171
H 0.190 3.797 2.815
H -0.797 -1.184 -0.810
H 2.016 2.501 3.744
H -0.239 7.065 -8.554
H -3.419 2.125 -7.754
H -5.005 3.574 -2.477
H 4.392 -2.099 0.933
H 4.829 0.515 7.481
H -3.361 3.427 -1.791
H -5.375 0.829 -1.853
H -0.016 -0.035 6.034
H 4.057 -5.495 2.756
H -4.594 -5.163 -5.244
H 8.669 -0.027 6.981
H -5.659 1.894 -6.911
H -2.667 4.916 -5.411
H 2.133 3.763 -1.612
H 4.840 -3.825 2.885
H 0.815 6.042 -1.521
H 5.667 0.114 -4.438
H -5.753 -1.767 -5.201
H -3.672 -0.979 -4.665
H 4.336 2.609 -2.196
H 3.689 1.067 1.999
H 4.042 2.511 -4.549
H -8.791 -0.192 -5.072
H 9.841 -3.761 1.677
H -6.430 1.393 0.659
H 1.095 -6.151 1.890
H 3.005 -6.822 0.489
H 0.105 -7.260 2.869
H 6.668 -1.978 -0.815
H -3.125 -6.289 -2.788
H 3.953 0.065 5.989
H -6.169 -0.372 -4.283
H -3.551 4.778 -7.586
H -4.586 4.531 -1.192
H 2.481 -5.478 5.112
H -0.398 2.550 0.867
H -1.263 -5.376 5.167
H 1.451 -9.680 0.506
H -4.137 -0.628 7.179
H 3.619 3.075 8.067
H 1.876 5.394 -7.317
H 2.150 -4.873 -2.432
H -0.359 3.855 -1.371
H -1.685 -3.675 4.804
H -1.459 -2.593 -6.247
H 0.781 -5.449 4.598
H -9.535 3.608 -6.600
H -0.531 5.776 -4.396
H 0.982 -0.839 -1.011
H -1.595 -2.770 0.807
H 6.280 -0.646 5.474
H 2.231 -2.659 -5.544
H 2.801 7.185 2.334
H 0.537 4.153 -9.279
H -2.065 -5.158 7.488
H 7.125 -5.933 4.728
H -7.188 3.313 -4.884
H 1.158 4.573 0.530
H 4.992 5.222 -3.099
H -1.794 1.058 -6.219
H -4.796 2.799 1.928
H 3.302 4.176 -4.583
H -4.417 -1.733 0.795
H -3.331 -3.297 8.202
H -3.639 -1.305 -0.805
H 1.606 -1.327 -4.350
H 3.822 -7.573 1.863
H 0.534 -4.506 -3.884
H 0.898 -6.261 -0.502
H 1.493 6.998 -6.995
H -3.225 3.615 0.460
H 4.918 -4.902 1.477
H 0.685 6.908 -4.789
H 7.137 -3.510 3.351
H -5.443 1.952 4.666
H -2.672 2.800 7.017
H 1.481 -3.436 8.978
H -2.923 -4.813 5.086
H 1.286 1.516 -0.414
H -2.916 -1.319 3.839
H -3.970 0.555 9.522
H -1.487 0.221 -2.871
H 1.043 0.599 8.194
H 9.962 -2.491 6.345
H 6.146 -4.744 4.968
H -0.901 1.899 -3.024
H 2.314 1.790 6.391
H -0.925 -4.315 -4.577
H 4.286 -2.035 4.961
H -1.705 0.286 8.130
H -1.280 7.566 -1.684
H 3.886 -0.093 -1.993
H 1.075 5.212 -4.677
H -6.502 3.386 5.098
H -6.695 0.120 -0.219
H 2.354 -4.522 7.874
H 2.753 5.248 -2.127
H -2.808 -6.925 -4.345
H 2.232 -2.873 -3.843
H -3.148 3.511 -4.340
H -4.694 -4.636 -3.656
H 4.044 2.162 0.689
H -2.628 1.602 9.875

As for the HOMO-LUMO gap: 8.9 eV. The calculation puts the HOMO energy at -0.313 hartree. The total energy is -5490.4133 Eh. The value obtained for the energy relative to the best compared isomer or geometry (same formula, charge and spin) is 97.93 kcal per mole.